[1]
Formula: C24H42N2O4
Source: OMol25
Level of theory: ωB97M-V/def2-TZVPD

```
72
Properties=species:S:1:pos:R:3
C 4.632 0.478 6.642
C 3.858 0.261 5.376
C 4.448 -0.266 4.244
C 3.705 -0.446 3.090
C 2.360 -0.108 3.041
O 1.593 -0.277 1.914
C 2.139 -0.858 0.756
C 2.968 0.120 -0.105
O 3.440 -0.552 -1.244
C 2.128 1.343 -0.519
N 1.140 0.927 -1.508
C -0.235 1.014 -1.042
C -1.155 0.339 -2.058
N -1.019 1.030 -3.320
C -2.086 0.931 -4.281
C -2.212 -0.315 -5.199
O -1.247 -0.342 -6.227
C -2.214 -1.657 -4.440
O -3.106 -1.694 -3.356
C -4.471 -1.944 -3.675
C -4.739 -3.446 -3.801
C -5.304 -1.335 -2.552
C 0.336 0.948 -3.805
C 1.263 1.611 -2.784
C 1.730 0.422 4.186
C 0.248 0.784 4.183
C -0.014 1.867 3.128
C -0.231 1.330 5.533
C -0.582 -0.469 3.871
C 2.509 0.592 5.319
H 4.618 1.531 6.922
H 5.666 0.165 6.522
H 4.191 -0.090 7.460
H 5.493 -0.540 4.248
H 4.199 -0.858 2.225
H 2.744 -1.742 0.991
H 1.277 -1.184 0.166
H 3.848 0.456 0.451
H 2.682 -0.611 -1.845
H 1.658 1.776 0.368
H 2.799 2.094 -0.946
H -0.318 0.509 -0.079
H -0.546 2.065 -0.918
H -2.190 0.403 -1.725
H -0.882 -0.726 -2.122
H -3.023 1.026 -3.729
H -1.998 1.792 -4.955
H -3.164 -0.206 -5.734
H -0.376 -0.473 -5.836
H -2.419 -2.460 -5.162
H -1.221 -1.836 -4.015
H -4.725 -1.451 -4.624
H -4.498 -3.941 -2.864
H -4.131 -3.883 -4.590
H -5.786 -3.618 -4.037
H -5.020 -1.785 -1.605
H -6.361 -1.509 -2.730
H -5.127 -0.264 -2.491
H 0.411 1.478 -4.758
H 0.676 -0.097 -3.943
H 2.297 1.541 -3.129
H 0.987 2.677 -2.698
H 0.598 2.744 3.330
H -1.061 2.163 3.149
H 0.219 1.499 2.136
H 0.294 2.245 5.799
H -1.292 1.562 5.466
H -0.100 0.597 6.325
H -0.393 -1.238 4.619
H -0.331 -0.867 2.894
H -1.642 -0.227 3.885
H 2.067 0.997 6.214
```

LUMO energy   0.02548 Eh
SMILES   Cc1ccc(OC[C@@H](O)CN2CCN(C[C@@H](O)COC(C)C)CC2)c(C(C)(C)C)c1
HOMO level   -8.144 eV
Energy relative to the best compared isomer or geometry (same formula, charge and spin)   22.4 kJ/mol

---

[2]
Formula: C44H47N4RuSSb2
Source: OMol25
Level of theory: ωB97M-V/def2-TZVPD

```
99
Properties=species:S:1:pos:R:3
Ru -0.552 -0.001 0.307
C 1.091 -2.379 -3.315
C 2.306 -1.747 -3.517
C 2.723 -0.777 -2.618
C 1.909 -0.457 -1.539
N 0.696 -1.031 -1.391
C 0.311 -1.974 -2.244
C 2.394 0.418 -0.422
C 3.737 0.713 -0.225
C 4.105 1.340 0.959
C 3.159 1.650 1.918
C 1.813 1.366 1.653
N 1.487 0.802 0.480
C 0.733 1.719 2.570
C 0.942 2.545 3.688
C 0.038 3.545 3.946
C -0.977 3.813 2.962
C -1.278 2.871 2.058
N -0.647 1.579 2.138
H 0.738 -3.157 -3.977
H 2.935 -2.013 -4.356
H 3.678 -0.293 -2.757
H -0.666 -2.409 -2.071
H 4.497 0.433 -0.939
H 5.146 1.568 1.140
H 3.459 2.116 2.844
H 1.863 2.493 4.254
H 0.173 4.213 4.784
H -1.476 4.772 2.940
H -2.047 2.973 1.304
C 6.436 -3.041 0.447
C 5.061 -3.691 0.234
C 5.178 -5.213 0.397
C 4.606 -3.389 -1.191
C 4.080 -3.153 1.272
C 4.401 -3.306 2.637
C 3.562 -2.899 3.644
C 2.356 -2.299 3.288
S 1.079 -1.743 4.312
C 0.200 -1.277 2.909
N 0.774 -1.492 1.764
C 2.018 -2.103 1.945
C 2.883 -2.546 0.936
C -1.165 -0.739 3.034
C -2.113 -1.628 3.556
C -3.402 -1.235 3.849
C -3.753 0.090 3.648
C -2.838 0.987 3.125
C -1.539 0.591 2.789
H 7.123 -3.356 -0.339
H 6.878 -3.327 1.401
H 6.364 -1.951 0.422
H 5.910 -5.608 -0.309
H 4.221 -5.702 0.207
H 5.504 -5.489 1.400
H 5.333 -3.792 -1.897
H 4.536 -2.312 -1.364
H 3.639 -3.844 -1.417
H 5.334 -3.780 2.909
H 3.827 -3.054 4.681
H 2.583 -2.441 -0.095
H -1.803 -2.648 3.743
H -4.111 -1.943 4.257
H -4.741 0.443 3.912
H -3.140 2.015 3.008
C -4.876 -0.920 0.439
Sb -3.181 -0.150 -0.596
C -3.430 -1.171 -2.439
C -3.994 1.811 -1.029
C -4.211 2.054 -2.491
C -5.351 1.528 -3.099
C -5.583 1.682 -4.455
C -4.665 2.377 -5.229
C -3.543 2.927 -4.633
C -3.298 2.786 -3.267
C -2.085 3.447 -2.677
Sb -0.559 2.029 -2.115
C -0.391 1.103 -4.028
C 1.171 3.275 -2.232
H -4.666 -1.885 0.894
H -5.686 -1.026 -0.281
H -5.167 -0.215 1.213
H -4.449 -1.029 -2.792
H -3.247 -2.234 -2.283
H -2.742 -0.789 -3.191
H -3.330 2.550 -0.583
H -4.937 1.837 -0.482
H -6.077 1.000 -2.490
H -6.478 1.272 -4.901
H -4.834 2.510 -6.289
H -2.849 3.501 -5.236
H -2.331 4.067 -1.812
H -1.624 4.099 -3.419
H -0.275 1.879 -4.784
H -1.291 0.534 -4.255
H 0.473 0.442 -4.059
H 1.032 4.011 -3.023
H 2.043 2.665 -2.468
H 1.342 3.787 -1.287
```

LUMO energy (alpha / beta)   -0.20248 / -0.25546 Eh
2S+1   6
HOMO level (alpha / beta)   -12.339 / -12.851 eV
Energy relative to the best compared isomer or geometry (same formula, charge and spin)   12.7 kJ/mol
Charge   +2

---

[3]
Formula: C10H18Br2ClNO3
Source: OMol25
Level of theory: ωB97M-V/def2-TZVPD

```
35
Properties=species:S:1:pos:R:3
C 0.521 -0.399 4.024
C 1.139 0.483 2.963
O 0.465 0.253 1.738
C 1.060 0.904 0.632
C 0.452 0.366 -0.660
C 1.443 0.435 -1.795
O 0.902 -0.235 -2.906
C 1.744 -0.239 -4.033
N 2.986 -0.940 -3.792
O -0.694 1.128 -1.056
C -1.803 0.911 -0.241
Cl -2.966 2.232 -0.579
C -2.461 -0.431 -0.459
Br -2.628 -0.954 -2.250
C -2.894 -1.145 0.575
C -2.816 -0.679 2.006
Br -3.681 -2.841 0.335
H -0.456 -0.027 4.333
H 1.165 -0.447 4.902
H 0.396 -1.409 3.632
H 1.053 1.544 3.237
H 2.208 0.265 2.839
H 0.881 1.986 0.682
H 2.144 0.733 0.647
H 0.165 -0.680 -0.499
H 2.383 -0.034 -1.488
H 1.649 1.488 -2.046
H 1.136 -0.693 -4.817
H 1.978 0.794 -4.324
H 2.936 -1.916 -4.050
H 3.767 -0.514 -4.271
H -1.536 1.012 0.808
H -3.207 0.334 2.108
H -3.401 -1.331 2.648
H -1.781 -0.684 2.353
```

LUMO energy   0.02571 Eh
SMILES   CCOC[C@H](COCN)O[C@@H](Cl)/C(Br)=C(\C)Br
HOMO level   -8.888 eV

---

[4]
Formula: C18H20N4O3
Source: OMol25
Level of theory: ωB97M-V/def2-TZVPD

```
45
Properties=species:S:1:pos:R:3
C -2.067 -4.604 1.202
C -3.138 -3.961 0.332
O -3.090 -2.539 0.407
C -2.196 -1.919 -0.378
O -1.470 -2.544 -1.139
C -2.197 -0.467 -0.217
C -3.094 0.111 0.701
N -3.187 1.386 0.981
C -2.329 2.156 0.301
C -1.368 1.737 -0.655
C -0.768 2.957 -1.055
N -1.296 3.975 -0.420
N -2.238 3.495 0.401
C -3.016 4.350 1.247
C -1.282 0.350 -0.945
N -0.476 -0.202 -1.860
C 0.726 0.365 -2.429
C 1.895 0.175 -1.492
C 2.458 1.234 -0.800
C 3.501 1.037 0.090
C 3.995 -0.243 0.309
O 5.013 -0.555 1.156
C 5.632 0.483 1.876
C 3.425 -1.316 -0.380
C 2.391 -1.106 -1.265
H -2.176 -5.684 1.175
H -1.080 -4.339 0.830
H -2.161 -4.260 2.229
H -4.139 -4.226 0.680
H -3.012 -4.269 -0.712
H -3.774 -0.533 1.239
H 0.002 3.152 -1.773
H -2.367 4.880 1.946
H -3.718 3.721 1.791
H -3.557 5.082 0.645
H -0.533 -1.220 -1.879
H 0.913 -0.163 -3.369
H 0.574 1.420 -2.652
H 2.087 2.237 -0.951
H 3.914 1.890 0.606
H 6.407 0.005 2.474
H 4.925 0.990 2.539
H 6.094 1.216 1.207
H 3.816 -2.305 -0.201
H 1.960 -1.947 -1.789
```

LUMO energy   0.02884 Eh
SMILES   CCOC(=O)c1cnc2c(cnn2C)c1NCc1ccc(OC)cc1
HOMO level   -8.055 eV
Energy relative to the best compared isomer or geometry (same formula, charge and spin)   111.4 kJ/mol

---

| no. | E (hartree) |
| --- | --- |
| 1 | -1350.141851 |
| 2 | -2896.899040 |
| 3 | -6280.482489 |
| 4 | -1142.677989 |